{
  "formula": "C8H15N3",
  "method": "ωB97M-V/def2-TZVPD",
  "multiplicity": 1,
  "de_lowest_kcal_mol": 91.0,
  "total_energy_ha": -477.28780,
  "charge": 2,
  "orbital_gap_ha": [0.2631, 0.2680],
  "species": ["C", "C", "C", "C", "C", "C", "C", "C", "N", "N", "N", "H", "H", "H", "H", "H", "H", "H", "H", "H", "H", "H", "H", "H", "H", "H"],
  "xyz": [[-1.6522, -1.7646, -0.5551], [-0.1140, -1.7544, 1.5490], [-0.8766, 0.4072, -1.4683], [0.4382, 1.2418, -1.4404], [0.9928, 0.6099, 0.8555], [-0.9207, -3.2707, 1.2369], [0.1972, -0.5667, 0.4219], [1.7977, 2.7162, 0.0265], [-0.7650, -0.7292, -0.4789], [-1.7219, -2.9398, 0.2117], [0.6557, 1.7754, -0.0457], [-2.4182, -1.4817, -1.2876], [-0.7650, -1.1281, 2.1711], [0.7500, -2.0568, 2.1434], [-1.8722, 0.9234, -1.1722], [-0.8941, 0.0373, -2.4718], [1.3371, 0.8761, -1.9610], [0.1409, 1.9698, -2.2083], [0.8690, 0.8742, 1.9184], [2.2014, 0.4835, 0.9687], [-0.7047, -4.1634, 1.8503], [2.7279, 2.3671, -0.4993], [1.3501, 3.5440, -0.6174], [1.8685, 3.2289, 0.9436], [-2.4558, -3.4849, -0.2218], [-0.1660, 2.2856, 0.1311]]
}


{
  "formula": "C6H12O",
  "method": "ωB97M-V/def2-TZVPD",
  "multiplicity": 1,
  "smiles": "C=CCOC(C)C",
  "de_lowest_kcal_mol": 45.6,
  "total_energy_ha": -310.98653,
  "charge": 0,
  "orbital_gap_ha": 0.3805,
  "species": ["C", "C", "C", "O", "C", "C", "C", "H", "H", "H", "H", "H", "H", "H", "H", "H", "H", "H", "H"],
  "xyz": [[-0.1583, -2.4567, -0.3502], [0.7936, -1.5494, -0.1569], [1.0311, -0.3522, -1.0429], [1.2746, 0.8672, -0.3841], [0.1984, 1.3387, 0.4304], [-0.9448, 1.8746, -0.4181], [-0.2875, 0.2607, 1.4072], [-0.9132, -2.3197, -1.1209], [-0.2500, -3.3281, 0.2879], [1.4713, -1.6160, 0.6944], [1.9466, -0.5804, -1.5932], [0.2193, -0.2612, -1.7772], [0.6544, 2.1804, 0.9700], [-0.5928, 2.6102, -1.1455], [-1.6870, 2.3562, 0.2224], [-1.4472, 1.0641, -0.9538], [-0.4495, -0.7077, 0.9092], [-1.2804, 0.4806, 1.7866], [0.4214, 0.1389, 2.2346]]
}


{
  "formula": "C2H5N2O2",
  "method": "ωB97M-V/def2-TZVPD",
  "multiplicity": 1,
  "de_lowest_kcal_mol": 48.5,
  "total_energy_ha": -338.83003,
  "charge": 1,
  "orbital_gap_ha": 0.3700,
  "species": ["C", "C", "N", "N", "O", "O", "H", "H", "H", "H", "H"],
  "xyz": [[-0.7638, 0.8514, 0.0529], [1.1396, 0.1506, -0.2332], [-1.9082, 1.4044, -0.0173], [1.4713, -1.3635, -0.0500], [-0.0854, 0.6417, 1.0746], [-0.1053, 0.2680, -0.9849], [-2.1866, 1.7562, 0.8958], [-2.3948, 1.5179, -0.8679], [2.1281, -1.8713, -0.6307], [0.6840, -2.0184, -0.0564], [2.0211, -1.3370, 0.8172]]
}